6 unconnected molecules or ions with the total composition C36H86N2, computed with wB97M-V/def2-TZVPD.

Results
energy = -1532.14917 Ha
LUMO = 0.8 eV
HOMO level = -7.5 eV
energy above the lowest of the compared OMol25 structures with the same formula, charge and spin = 0.0000 eV

Positions of all 124 atoms, in Å:
C  146.96800  94.07900  75.50900
C  145.75400  94.57700  76.15500
N  145.63900  96.02300  76.08000
C  144.39600  96.81900  75.83100
C  143.59800  96.23400  74.67900
C  146.67500  96.69000  76.85300
C  147.18100  98.01100  76.18800
H  146.83200  93.01200  75.37900
H  147.87600  94.11900  75.85100
H  147.46600  94.43500  74.57900
H  145.55200  94.17000  77.11200
H  144.79300  94.16700  75.72100
H  144.68500  97.74100  75.51300
H  144.10500  96.66300  76.87500
H  144.24200  96.21700  73.86500
H  142.90900  96.99400  74.48500
H  143.18800  95.24800  74.81800
H  147.57900  96.19900  76.94400
H  146.30500  96.86100  77.86000
H  147.26800  98.00200  75.07300
H  148.09300  98.29500  76.70700
H  146.67400  98.90000  76.29900
C  142.77100  84.87000  79.09500
C  143.83400  85.77300  78.56400
N  145.17700  85.05700  78.38900
C  145.23100  84.03400  77.33400
C  144.85900  84.46600  75.87300
C  146.26200  85.97600  78.24600
C  146.61400  86.60400  79.70200
H  141.96400  85.69500  79.33900
H  142.99600  84.31800  79.86400
H  142.29600  84.06100  78.37400
H  143.74100  86.65700  79.19700
H  143.74600  86.07100  77.55500
H  144.67400  83.14800  77.54800
H  146.17000  83.53300  77.22500
H  143.98400  85.00100  75.74400
H  145.10300  83.55800  75.38400
H  145.52200  85.15900  75.39900
H  145.93800  86.81800  77.63200
H  147.07500  85.66700  77.67800
H  145.59000  86.88400  80.13000
H  147.32200  87.18200  79.65200
H  146.85800  85.66500  80.11000
C  151.75200  94.58500  77.15900
C  150.61200  94.99700  78.15400
C  149.98700  93.80000  78.98700
C  148.89600  94.20500  79.95500
C  149.41500  95.10000  81.06700
C  150.59000  94.50400  81.81100
H  152.40400  93.76600  77.53900
H  152.17000  95.40500  76.72300
H  151.12400  94.08600  76.32800
H  149.79100  95.52100  77.83200
H  150.99400  95.79600  78.90600
H  150.84900  93.39500  79.61600
H  149.87400  92.66400  78.62900
H  148.21400  93.59000  80.38900
H  148.25100  95.07100  79.48800
H  148.60200  95.31600  81.80200
H  149.77800  96.14400  80.68100
H  150.65800  93.57400  82.19600
H  150.90000  95.31700  82.64200
H  151.43800  94.37400  81.04700
C  149.58200  89.95400  77.69300
C  149.28200  88.62500  77.20400
C  148.64900  88.56800  75.77500
C  148.50700  87.14200  75.27300
C  147.51600  87.14300  74.06900
C  147.48700  85.89900  73.22800
H  150.33500  90.54200  77.13400
H  149.97800  90.23100  78.60200
H  148.65200  90.59100  77.68900
H  148.52800  88.24500  77.94200
H  150.21900  88.08200  77.30100
H  149.24800  89.31300  75.19000
H  147.71600  89.08800  75.81900
H  148.34700  86.32200  76.04900
H  149.42100  86.82400  74.85000
H  147.71000  88.19200  73.38400
H  146.53300  87.39400  74.56200
H  146.62900  85.89000  72.35500
H  147.22100  85.10000  73.85900
H  148.45600  85.67200  72.86400
C  145.64200  90.95000  77.99300
C  145.40000  90.89400  79.45200
C  146.71100  90.64000  80.27000
C  146.51000  90.61800  81.72700
C  146.82100  91.99800  82.29000
C  146.35100  92.11200  83.75500
H  145.98900  90.05200  77.55800
H  146.28500  91.67400  77.72000
H  144.76000  91.36700  77.50200
H  144.76700  90.14300  79.62600
H  144.95000  91.99300  79.80200
H  147.24900  91.51200  79.97800
H  147.07200  89.62600  79.90800
H  147.48900  90.14100  81.97600
H  145.64300  90.18600  82.04400
H  146.41700  92.74900  81.42700
H  147.79100  92.20100  82.17100
H  146.64100  92.90800  84.29100
H  146.94300  91.40500  84.46300
H  145.25700  91.80500  84.09600
C  149.94900  92.24000  85.26600
C  150.33900  90.78400  85.08600
C  150.30500  90.19000  83.70200
C  151.60100  90.51500  82.80000
C  151.14200  90.32100  81.35700
C  152.33200  89.97200  80.44100
H  149.71600  92.40300  86.15600
H  149.03400  92.32800  84.73300
H  150.85900  92.81400  84.85500
H  149.59400  90.22300  85.62200
H  151.17000  90.44000  85.71700
H  149.33700  90.61100  83.09200
H  150.16300  89.08700  83.64400
H  152.35100  90.04100  83.18300
H  151.85200  91.57900  83.12900
H  150.74200  91.24000  80.87500
H  150.24300  89.55000  81.15300
H  152.00600  89.61900  79.56100
H  153.19300  89.49400  80.95500
H  152.91400  90.88300  80.25200